Record 1
A single C19H19NO3 molecule. Source: the OMol25 dataset; level of theory: ωB97M-V with the def2-TZVPD basis set.

* gap between HOMO and LUMO: 8.96 eV
* highest occupied orbital energy: -8.24 eV
* LUMO energy: 0.72 eV
* SMILES: Cc1ccc(N2C[C@H](C(=O)OCc3ccccc3)CC2=O)cc1
* E: -1015.9404 Ha
* energy above the lowest of the compared OMol25 structures with the same formula, charge and spin: 0.0 kcal/mol

```
! wB97M-V def2-TZVPD RIJCOSX def2/J DEFGRID3
* xyz 0 1
C 4.09371 -0.34490 3.19728
C 3.13886 -0.58091 2.06672
C 1.76866 -0.63885 2.29465
C 0.87640 -0.87165 1.26768
C 1.34045 -1.05725 -0.03257
N 0.45167 -1.27221 -1.09498
C 0.81842 -0.94803 -2.46295
C -0.53006 -0.74120 -3.15239
C -1.12955 0.63423 -2.88409
O -2.09318 1.06079 -3.46363
O -0.49451 1.25532 -1.89645
C -1.13134 2.38660 -1.28341
C -1.83736 1.89309 -0.04860
C -3.10443 1.33329 -0.15618
C -3.71946 0.78377 0.95397
C -3.07378 0.78979 2.17856
C -1.81146 1.34636 2.29043
C -1.19114 1.89044 1.17951
C -1.41623 -1.74152 -2.40209
C -0.82474 -1.73730 -0.99589
O -1.39112 -2.10850 0.00449
C 2.71148 -1.00626 -0.27017
C 3.59238 -0.76988 0.76922
H 3.71268 0.41997 3.87103
H 5.06788 -0.03520 2.82681
H 4.22397 -1.26141 3.77346
H 1.39149 -0.49503 3.29693
H -0.18053 -0.91298 1.46815
H 1.44310 -0.05397 -2.48775
H 1.35857 -1.78259 -2.92868
H -0.50572 -0.91770 -4.22792
H -1.82891 2.83329 -1.99861
H -0.33109 3.08806 -1.04001
H -3.60310 1.32362 -1.11486
H -4.70109 0.34405 0.86149
H -3.55176 0.35422 3.04319
H -1.30191 1.34710 3.24266
H -0.19722 2.30589 1.26280
H -2.47065 -1.47078 -2.38548
H -1.32452 -2.74579 -2.82113
H 3.10232 -1.16078 -1.26409
H 4.65283 -0.73520 0.56293
*
```

These are the natural (NBO) partial charges, in e, on atoms 1 to 2: -0.62 -0.04


Record 2
A gas-phase ion, C32H44N3O5S2 (charge +1) in a non-equilibrium geometry. Source: the OMol25 dataset; level of theory: ωB97M-V with the def2-TZVPD basis set.

* gap between HOMO and LUMO: 6.56 eV
* highest occupied orbital energy: -10.98 eV
* LUMO energy: -4.42 eV
* SMILES: CCOCCCCCc1c(-c2ccccc2)c(C(=O)OCOCCOCC)cc(CCCSC(=S)n2ccnc2)[n+]1C
* E: -2582.2738 Ha

```
! wB97M-V def2-TZVPD RIJCOSX def2/J DEFGRID3
* xyz 1 1
C 3.48951 -2.75925 4.83458
C 4.39670 -1.62632 5.35867
O 4.36472 -0.43736 4.58478
C 5.42314 -0.33715 3.65929
C 5.14789 -1.00044 2.28154
C 3.66118 -0.99555 1.84320
C 3.31930 0.13713 0.83425
C 3.55285 -0.29210 -0.65909
C 2.33924 -0.15815 -1.55814
C 1.26626 -1.03498 -1.37334
C 1.27579 -2.07031 -0.28331
C 1.84744 -3.32705 -0.41962
C 1.80058 -4.18392 0.67095
C 1.19999 -3.84369 1.86526
C 0.59447 -2.59046 1.98998
C 0.65075 -1.73346 0.91424
C 0.14960 -0.96350 -2.21317
C -1.05118 -1.89149 -2.12853
O -1.26783 -2.67812 -1.24584
O -1.96736 -1.74913 -3.16616
C -3.03850 -0.86143 -2.71184
O -4.24387 -1.51560 -2.70981
C -4.49335 -2.24032 -1.50064
C -5.98181 -2.21919 -1.10804
O -6.11581 -2.26610 0.31423
C -7.24892 -1.50740 0.69741
C -7.55230 -1.71287 2.19916
C 0.12935 0.00290 -3.22009
C 1.18535 0.86595 -3.34692
C 1.07201 1.92256 -4.44566
C 0.60267 3.30157 -3.87447
C -0.23987 3.15396 -2.58283
S -1.32261 4.60588 -2.32640
C -1.88283 4.31533 -0.66079
S -1.76694 2.86407 0.06549
N -2.43367 5.46074 -0.03898
C -3.71661 5.75814 0.30107
C -3.62801 7.03076 0.84609
N -2.31947 7.42314 0.82055
C -1.57847 6.48812 0.30597
N 2.25657 0.78357 -2.53775
C 3.38881 1.71390 -2.66343
H 3.52128 -2.88732 3.74452
H 2.43563 -2.63624 5.12260
H 3.83721 -3.70963 5.27083
H 5.40728 -2.02773 5.52992
H 4.00800 -1.35186 6.35283
H 5.69036 0.72082 3.51239
H 6.33631 -0.80920 4.06503
H 5.50030 -2.04143 2.31792
H 5.72217 -0.51892 1.47108
H 3.46490 -1.97048 1.37165
H 2.94499 -0.91471 2.66707
H 2.28318 0.47920 0.97728
H 3.94151 1.01371 1.08019
H 4.44817 0.21082 -1.03278
H 3.79838 -1.36498 -0.63706
H 2.32502 -3.63481 -1.34911
H 2.23929 -5.17896 0.58324
H 1.15410 -4.52375 2.71460
H 0.11889 -2.30786 2.92769
H 0.20733 -0.73726 1.00429
H -2.76743 -0.44199 -1.72589
H -3.12232 -0.01176 -3.40692
H -3.91686 -1.87246 -0.63701
H -4.20505 -3.28928 -1.66944
H -6.44451 -1.29768 -1.49281
H -6.48733 -3.10789 -1.51749
H -8.15902 -1.75301 0.12348
H -7.06365 -0.42565 0.55127
H -7.35886 -2.75932 2.46215
H -6.88609 -1.06241 2.78105
H -8.59846 -1.44187 2.38683
H -0.73059 0.04639 -3.88188
H 2.03678 2.05108 -4.95529
H 0.38051 1.54814 -5.20819
H 1.49522 3.89069 -3.62795
H 0.00802 3.82491 -4.63349
H -0.90133 2.28160 -2.58864
H 0.44563 3.14504 -1.72344
H -4.54620 5.08407 0.13277
H -4.46145 7.61459 1.21467
H -0.50584 6.48794 0.16829
H 3.51446 2.30057 -1.74489
H 4.31910 1.15055 -2.80465
H 3.30617 2.39603 -3.50865
*
```

These are the Löwdin partial charges, in e, on atoms 1 to 2: -0.07 -0.25


Record 3
6 unconnected molecules or ions with the total composition C21H45Br4N3O4 in a non-equilibrium geometry. Source: the OMol25 dataset; level of theory: ωB97M-V with the def2-TZVPD basis set.

* gap between HOMO and LUMO: 8.23 eV
* highest occupied orbital energy: -8.17 eV
* LUMO energy: 0.05 eV
* E: -11588.3701 Ha
* energy above the lowest of the compared OMol25 structures with the same formula, charge and spin: 0.0 kcal/mol

```
! wB97M-V def2-TZVPD RIJCOSX def2/J DEFGRID3
* xyz 0 1
C -0.95217 -2.42593 -0.02907
C -0.34108 -2.88708 1.23656
N -1.29041 -2.88311 2.39373
C -2.06630 -1.59833 2.37900
C -2.23808 -4.05768 2.19886
C -3.32821 -4.12848 3.23285
C -0.58505 -2.95212 3.70655
C 0.01828 -4.29154 4.06487
O 0.92842 -4.69255 3.09559
C 1.53772 -5.92144 3.41225
H -1.73646 -3.03243 -0.48275
H -0.10597 -2.37015 -0.70392
H -1.36443 -1.42089 0.02308
H 0.43989 -2.16194 1.47970
H 0.09309 -3.86661 1.09925
H -1.33604 -0.78925 2.26545
H -2.52714 -1.45953 3.35355
H -2.81183 -1.66118 1.59687
H -1.60179 -4.93437 2.16536
H -2.68484 -3.85384 1.23148
H -3.04271 -3.98462 4.27378
H -3.79037 -5.11825 3.17347
H -4.16172 -3.45098 3.04168
H -1.31340 -2.70389 4.46926
H 0.22703 -2.22738 3.65878
H -0.77029 -5.05878 4.14889
H 0.46865 -4.23180 5.06445
H 0.81523 -6.74965 3.36636
H 1.90108 -5.90271 4.44951
H 2.36947 -6.13524 2.75179
C 0.79390 0.33080 -0.59363
C 0.06134 0.56515 0.73361
O 0.58516 0.00261 1.73361
O -0.95279 1.30843 0.74123
H 0.16537 0.56644 -1.45257
H 1.23570 -0.65868 -0.61826
H 1.67238 0.98463 -0.60333
C 4.02305 2.93786 -1.20050
O 4.77823 2.02120 -1.06889
N 4.30986 4.22716 -0.88554
C 3.37351 5.29563 -1.13442
C 5.52310 4.57276 -0.20013
H 3.01267 2.85888 -1.64192
H 3.30062 5.94681 -0.25546
H 2.36492 4.97904 -1.37784
H 3.73724 5.95059 -1.93783
H 6.01075 5.39462 -0.72894
H 5.29540 4.84751 0.83113
H 6.20912 3.73268 -0.20938
C -0.86463 2.92069 -2.97405
C -0.66575 4.10223 -2.02428
C -1.96451 4.64073 -1.43116
C -2.73534 5.34135 -2.46890
N -3.27859 5.91581 -3.29385
H 0.09496 2.43711 -3.17700
H -1.33935 3.21786 -3.90949
H -1.45048 2.12876 -2.49906
H -0.06794 4.86492 -2.52440
H -0.06360 3.69846 -1.20295
H -1.70174 5.36972 -0.66575
H -2.60791 3.85240 -1.04605
Br 2.52038 -2.37748 -3.82832
C 2.55503 -0.43732 -3.73166
C 3.56616 0.14721 -4.66326
Br 5.36349 -0.43463 -4.27720
H 2.81014 -0.19597 -2.69997
H 1.53641 -0.09433 -3.88528
H 3.55499 1.22894 -4.73473
H 3.31741 -0.23836 -5.65306
Br -5.83110 1.57647 -2.05237
C -4.82811 1.21322 -0.42424
C -3.75439 0.19601 -0.67920
Br -4.28792 -1.47591 -1.52143
H -5.55858 0.82783 0.28132
H -4.41257 2.14883 -0.06801
H -3.19569 -0.08736 0.21169
H -2.96087 0.60043 -1.30552
*
```

These are the Löwdin partial charges, in e, on atoms 1 to 2: -0.08 -0.17


Record 4
2 unconnected molecules or ions with the total composition C2H2FP in a non-equilibrium geometry. Source: the OMol25 dataset; level of theory: ωB97M-V with the def2-TZVPD basis set.

* gap between HOMO and LUMO: 9.56 eV
* highest occupied orbital energy: -10.24 eV
* LUMO energy: -0.68 eV
* E: -518.5048 Ha
* energy above the lowest of the compared OMol25 structures with the same formula, charge and spin: 52.5 kcal/mol

```
! wB97M-V def2-TZVPD RIJCOSX def2/J DEFGRID3
* xyz 0 1
C -0.77030 0.28796 -0.08820
C 0.43995 0.53981 -0.57040
F -1.29666 2.85519 0.44644
P -0.93221 1.44217 -1.34109
H -1.24867 -0.09625 0.80201
H 1.41604 0.12420 -0.49972
*
```

These are the natural (NBO) partial charges, in e, on atoms 1 to 2: -0.45 -0.40


Record 5
2 unconnected molecules or ions with the total composition C6H10N2OS2. Source: the OMol25 dataset; level of theory: ωB97M-V with the def2-TZVPD basis set.

* gap between HOMO and LUMO: 8.18 eV
* highest occupied orbital energy: -8.09 eV
* LUMO energy: 0.09 eV
* SMILES: C=CS/C=N/O.N/C=C/C=S
* E: -1215.6291 Ha
* energy above the lowest of the compared OMol25 structures with the same formula, charge and spin: 53.4 kcal/mol

```
! wB97M-V def2-TZVPD RIJCOSX def2/J DEFGRID3
* xyz 0 1
C -0.61032 -0.42561 1.04429
C -1.89971 -0.29861 0.74792
S -2.45026 0.31708 -0.81143
C -4.19294 0.26404 -0.63847
N -4.78871 -0.14109 0.40774
O -6.16802 -0.06488 0.24429
H 0.18073 -0.16014 0.34685
H -0.30969 -0.80867 2.01336
H -2.69454 -0.56179 1.43818
H -4.74041 0.61132 -1.51608
H -6.50059 -0.39362 1.09001
N 3.81129 2.89438 -0.04021
C 3.94054 1.63438 0.43014
C 3.77748 0.49062 -0.28570
C 3.92391 -0.78091 0.34496
S 3.76496 -2.24537 -0.36534
H 4.04262 3.68813 0.53166
H 3.65203 3.06167 -1.02059
H 4.18439 1.57445 1.49015
H 3.53422 0.52075 -1.34444
H 4.16843 -0.73700 1.41332
*
```

These are the natural (NBO) partial charges, in e, on atoms 1 to 2: -0.40 -0.36


Question: The lowest LUMO energy belongs to which entry?
Answer: C32H44N3O5S2


Question: Which of these has the lowest LUMO energy?
Answer: C32H44N3O5S2